C4H9S | ωB97M-V/def2-TZVPD

For the LUMO energy, the calculation gives 4.0 eV. The calculation puts the HOMO-LUMO gap at 6.170 eV. As for the largest force on an atom: 3.12 eV/Å. Its charge is -1. As for the HOMO energy: -0.0800 Eh.

The geometry in XYZ format:
```
14
C4H9S ωB97M-V/def2-TZVPD
C -2.135 -1.150 0.625
S -1.274 -2.131 -0.695
H -2.599 -0.192 0.388
H -2.829 -1.864 1.087
H -1.407 -1.085 1.472
C 0.095 0.987 -0.417
C 1.293 0.100 -0.587
C 2.502 0.571 -0.234
H 0.296 1.567 0.520
H -0.060 1.817 -1.116
H -0.923 0.654 -0.284
H 1.021 -0.954 -0.273
H 3.387 0.120 -0.707
H 2.634 1.561 0.222
```

Results of the Mulliken charge analysis, in e, for atoms 1 through 8: C -0.897; S -0.691; H 0.240; H 0.254; H 0.192; C -0.811; C 0.195; C -0.720


C2H4ClNO2 | ωB97M-V/def2-TZVPD

For the LUMO energy, the calculation gives 0.0 eV. The calculation puts the HOMO-LUMO gap at 9.846 eV. As for the largest force on an atom: 2.96 eV/Å. As for the HOMO energy: -0.3601 Eh.

The geometry in XYZ format:
```
10
C2H4ClNO2 ωB97M-V/def2-TZVPD
C 0.325 0.653 -0.252
C -1.201 0.802 -0.074
O -1.665 1.877 0.007
N -1.988 -0.347 -0.044
O -1.399 -1.549 -0.257
Cl -3.754 0.014 -0.009
H 0.763 0.230 0.656
H 0.407 -0.021 -1.125
H 0.505 1.742 -0.503
H -1.253 -1.866 0.656
```

Results of the Mulliken charge analysis, in e, for atoms 1 through 8: C -0.799; C 0.553; O -0.519; N 0.053; O -0.397; Cl -0.062; H 0.276; H 0.281


C6H8N2O | ωB97M-V/def2-TZVPD

For the LUMO energy (alpha / beta), the calculation gives 0.5 / -0.2 eV. The calculation puts the HOMO-LUMO gap (alpha / beta) at 7.929 / 6.494 eV. As for the largest force on an atom: 5.02 eV/Å. As for the HOMO energy (alpha / beta): -0.2721 / -0.2464 Eh.

The geometry in XYZ format:
```
17
C6H8N2O ωB97M-V/def2-TZVPD
C -1.594 -0.970 -0.368
C 1.599 -0.881 -0.003
C -0.133 0.821 -0.535
C -0.991 -2.099 -0.488
C 0.413 2.016 -0.943
C 0.467 0.349 1.802
N -1.312 0.253 -0.815
N 0.699 -0.053 0.379
O 2.160 -1.438 -0.865
H -0.370 -2.270 -1.426
H -1.080 -2.962 0.089
H 1.321 2.185 -0.402
H -0.042 2.894 -1.468
H 1.070 -0.292 2.465
H 0.588 1.440 1.622
H -0.603 0.125 2.067
H -2.192 0.883 -1.110
```

Results of the Mulliken charge analysis, in e, for atoms 1 through 8: C -0.050; C 0.114; C 0.290; C -0.660; C -0.938; C -0.807; N -0.138; N 0.208